19
Properties=species:S:1:pos:R:3 method="wB97M-V/def2-TZVPD" charge=-1 e_homo_ev=-4.26 spin_multiplicity=1 relative_energy_ev=1.897 largest_force_ev_per_a=6.8 lumo_ev=3.769 gap_ev=8.03
C 2.024 1.091 0.458
C 1.485 -0.121 1.269
C 0.799 2.069 0.577
O 0.716 3.050 1.257
N -0.249 1.955 -0.409
H 2.924 1.748 0.661
H 2.191 0.728 -0.598
H 1.638 -1.121 0.863
H -0.985 2.516 -0.270
H -0.408 0.974 -0.564
H 0.379 0.071 1.219
H 1.797 -0.085 2.360
C -1.939 -1.901 -1.594
C -1.586 -1.711 -0.122
O -1.885 -2.793 0.451
O -1.111 -0.638 0.224
H -1.100 -1.313 -2.189
H -2.873 -1.517 -1.886
H -1.816 -3.004 -1.705